{
  "formula": "C35H32N3OPt",
  "method": "the ωB97M-V functional and the def2-TZVPD basis",
  "charge": -1,
  "orbital_gap_ha": [0.1373, 0.1374],
  "spin_multiplicity": 1,
  "total_energy_ha": -1711.73799,
  "homo_energy_ev": [-2.0, -2.0],
  "lumo_ev": [1.75, 1.75],
  "mol_weight_g_mol": 705.74,
  "symbols": ["Pt", "C", "C", "C", "C", "C", "C", "N", "C", "C", "C", "C", "C", "N", "C", "C", "C", "C", "C", "C", "N", "H", "H", "H", "H", "H", "H", "H", "H", "H", "H", "H", "H", "H", "H", "H", "C", "C", "C", "C", "C", "C", "C", "C", "C", "C", "C", "C", "C", "C", "C", "H", "H", "H", "H", "H", "H", "H", "H", "H", "H", "C", "C", "C", "O", "H", "H", "H", "H", "H", "H", "H"],
  "coordinates": [[-0.4037, -0.3506, 0.2143], [3.5336, -1.2146, -2.1059], [3.5084, -0.0531, -1.1551], [4.5948, 0.2563, -0.3378], [4.4886, 1.3149, 0.5453], [3.2926, 2.0058, 0.6303], [2.2508, 1.5949, -0.1918], [2.3714, 0.6272, -1.0990], [0.9475, 2.3097, -0.1628], [0.9630, 3.6956, -0.2296], [-0.2219, 4.4011, -0.3030], [-1.4019, 3.6911, -0.3911], [-1.3782, 2.3046, -0.3347], [-0.2252, 1.6306, -0.1340], [-2.5979, 1.4907, -0.4991], [-3.8561, 2.0802, -0.5188], [-4.9793, 1.2817, -0.5791], [-4.8135, -0.0868, -0.6242], [-3.5333, -0.6293, -0.6363], [-3.3711, -2.1146, -0.7168], [-2.4396, 0.1486, -0.5875], [4.5378, -1.6225, -2.2197], [3.1425, -0.9205, -3.0796], [2.8784, -1.9966, -1.7171], [5.5003, -0.3338, -0.3911], [5.3154, 1.5733, 1.1929], [3.1439, 2.7837, 1.3683], [1.9161, 4.2024, -0.2711], [-0.2217, 5.4822, -0.3279], [-2.3386, 4.2143, -0.5022], [-3.9628, 3.1521, -0.4645], [-5.9675, 1.7231, -0.5804], [-5.6636, -0.7549, -0.6528], [-3.9772, -2.5093, -1.5350], [-3.7283, -2.5661, 0.2118], [-2.3271, -2.3948, -0.8344], [0.8638, -0.2254, 1.6756], [1.6331, 0.2567, 2.4967], [2.5494, 0.8023, 3.4173], [3.6976, -0.0122, 3.7790], [4.9581, 0.5156, 4.1324], [6.0515, -0.3012, 4.3742], [5.9496, -1.6837, 4.2745], [4.7201, -2.2279, 3.9128], [3.6258, -1.4179, 3.6717], [2.3226, 2.1544, 3.8597], [1.3591, 2.9668, 3.2055], [1.0984, 4.2653, 3.6021], [1.7696, 4.8392, 4.6780], [2.7003, 4.0563, 5.3558], [2.9715, 2.7567, 4.9671], [5.0902, 1.5886, 4.1743], [7.0044, 0.1518, 4.6288], [6.8070, -2.3189, 4.4613], [4.6135, -3.3034, 3.8175], [2.6798, -1.8569, 3.3782], [0.8112, 2.5362, 2.3756], [0.3520, 4.8406, 3.0622], [1.5624, 5.8556, 4.9902], [3.2210, 4.4668, 6.2151], [3.6711, 2.1763, 5.5517], [-0.2527, -4.6160, 0.5559], [-0.0420, -3.2167, 1.1333], [-0.6110, -3.1382, 2.5479], [-0.6406, -2.3131, 0.2489], [0.0011, -5.3866, 1.2874], [0.3563, -4.7670, -0.3376], [-1.3027, -4.7344, 0.2754], [1.0451, -3.0431, 1.1952], [-1.6513, -3.4834, 2.5506], [-0.5866, -2.1094, 2.9008], [-0.0346, -3.7616, 3.2367]],
  "forces_ev_per_angstrom": [[-0.676, 0.125, 0.371], [-0.008, -0.014, 0.020], [0.046, 0.002, 0.047], [-0.029, -0.017, -0.039], [-0.017, -0.006, -0.003], [0.059, 0.028, 0.019], [0.088, -0.041, -0.009], [-0.201, -0.028, -0.022], [-0.089, -0.089, 0.051], [-0.074, 0.122, -0.112], [0.140, -0.058, 0.010], [-0.178, -0.072, 0.003], [0.127, 0.150, -0.038], [0.235, 0.074, -0.211], [-0.221, -0.087, 0.139], [0.099, 0.059, 0.014], [-0.067, -0.076, -0.025], [-0.007, 0.085, 0.006], [0.084, -0.160, -0.192], [0.016, 0.020, -0.118], [0.304, 0.075, 0.030], [0.001, 0.003, -0.017], [0.023, 0.017, -0.009], [0.000, -0.028, -0.012], [0.006, -0.008, -0.001], [0.000, -0.011, 0.065], [0.005, 0.007, -0.056], [0.023, -0.022, 0.132], [-0.011, 0.013, -0.028], [0.023, 0.009, -0.044], [0.005, -0.015, 0.041], [-0.001, 0.003, 0.006], [0.000, -0.015, -0.022], [-0.029, 0.020, 0.003], [0.053, -0.025, 0.002], [-0.045, -0.010, 0.043], [0.309, 0.192, -0.348], [-0.075, -0.389, 0.090], [0.113, 0.219, 0.073], [-0.041, 0.057, -0.103], [0.006, -0.009, 0.026], [-0.022, -0.033, 0.001], [0.040, 0.003, 0.013], [-0.028, 0.028, 0.001], [0.054, -0.047, -0.031], [-0.007, -0.204, -0.060], [-0.049, 0.066, 0.042], [0.021, -0.028, 0.000], [-0.029, 0.072, 0.006], [0.016, -0.045, -0.032], [0.009, 0.087, 0.011], [0.019, -0.004, -0.013], [-0.006, 0.008, 0.001], [-0.003, -0.001, 0.004], [-0.004, 0.002, 0.001], [0.010, -0.003, -0.013], [-0.031, 0.003, 0.142], [-0.005, 0.004, -0.006], [0.006, -0.002, -0.009], [-0.005, -0.015, 0.010], [-0.016, -0.003, 0.020], [0.020, 0.026, -0.044], [0.280, -0.027, 0.021], [-0.157, 0.068, -0.122], [-0.092, -0.200, 0.182], [0.041, -0.024, -0.008], [-0.036, 0.024, -0.014], [-0.022, -0.020, 0.046], [-0.065, 0.114, 0.043], [0.003, -0.003, 0.000], [0.069, 0.060, 0.029], [-0.008, -0.004, -0.005]]
}